132
Properties=species:S:1:pos:R:3:forces:R:3 method="wB97M-V/def2-TZVPD" smiles="COCCCCCCC[C@]1(CCC(N)=O)COS(=O)(=O)[C@H](CCOC(C)=O)[C@]1(CCC(N)=O)CCC(C)C.CCN(CC)CC.CCN(CC)CC" energy_ev=-74899.48403
C 0.472 1.328 -7.018 0.232 0.077 0.681
O 0.878 2.586 -6.336 1.309 -2.164 -0.451
C 2.345 2.640 -6.238 0.235 1.974 -0.122
C 2.709 3.407 -4.832 1.019 0.280 0.061
C 2.814 2.429 -3.520 -0.924 -0.040 0.625
C 2.047 0.957 -3.727 1.962 0.288 0.387
C 2.208 0.170 -2.297 -0.010 -0.223 -0.056
C 1.174 -1.137 -2.141 0.053 1.541 -1.043
C 0.806 -1.446 -0.593 -0.106 1.268 -0.327
C 1.385 -2.794 0.124 0.700 1.018 0.905
C 1.172 -2.482 1.754 -0.108 0.512 1.035
C -0.106 -1.550 2.163 -0.629 0.630 1.483
C -0.579 -1.977 3.707 -5.075 -2.259 -0.717
N 0.360 -1.705 4.867 -0.079 -0.531 -2.963
O -1.805 -2.554 3.827 8.034 3.296 -0.318
C 3.029 -2.713 -0.077 0.782 2.506 1.281
O 3.700 -3.783 -0.757 -1.886 -1.293 -1.411
S 3.036 -4.428 -2.136 6.197 -2.976 -4.691
O 3.508 -3.613 -3.346 -2.777 -1.119 4.011
O 3.736 -5.835 -2.347 -3.213 4.516 2.091
C 1.232 -4.726 -1.873 -2.680 -1.115 0.941
C 0.205 -4.348 -3.088 -0.539 -1.076 -1.299
C 0.822 -4.632 -4.617 -1.073 0.253 0.674
O 1.095 -3.284 -5.175 1.732 -2.339 -3.429
C 1.677 -3.361 -6.523 -0.087 6.097 -2.721
C 2.325 -4.685 -7.240 -0.044 0.265 0.173
O 1.718 -2.192 -7.221 -0.314 -7.444 4.680
C 0.716 -4.228 -0.358 -0.912 0.126 -0.020
C 0.922 -5.500 0.640 -0.623 -0.683 1.064
C 2.388 -6.008 1.060 1.385 -1.373 0.466
C 3.145 -5.281 2.311 0.453 1.161 5.225
N 4.598 -4.809 2.090 -2.614 -2.303 0.864
O 2.684 -5.124 3.557 1.687 -0.749 -7.280
C -0.938 -3.971 -0.323 -0.391 -0.736 0.835
C -1.871 -5.284 -0.585 -0.051 -0.886 -0.437
C -3.226 -5.017 -1.476 -0.382 -1.052 0.202
C -4.540 -4.813 -0.475 0.716 -0.369 -1.052
C -3.587 -6.372 -2.382 -0.097 -0.252 0.256
H 0.761 1.447 -8.150 -0.743 -0.646 2.093
H -0.676 1.197 -6.826 2.221 0.353 -0.670
H 1.036 0.429 -6.482 -1.193 1.689 -1.498
H 2.890 1.614 -6.383 -1.243 1.777 0.550
H 2.720 3.343 -7.119 -0.640 -1.435 1.703
H 3.765 3.930 -5.005 -2.184 -1.129 0.409
H 1.963 4.297 -4.577 1.366 -2.107 -0.965
H 3.936 2.278 -3.148 -2.409 0.119 -1.036
H 2.258 2.958 -2.607 1.197 -1.033 -1.950
H 0.943 1.083 -4.102 2.202 -0.216 0.841
H 2.718 0.384 -4.529 -1.843 1.006 1.614
H 2.056 0.948 -1.409 0.068 -1.673 -1.807
H 3.327 -0.201 -2.215 -2.209 0.721 -0.179
H 1.621 -1.995 -2.774 -0.687 1.277 1.229
H 0.195 -0.781 -2.727 1.966 -0.948 1.365
H -0.359 -1.281 -0.527 2.412 -0.723 0.255
H 1.281 -0.529 0.012 -1.026 -2.100 -1.134
H 2.086 -1.864 2.216 -1.693 -1.551 -1.381
H 1.084 -3.434 2.416 0.343 1.434 -1.472
H 0.184 -0.394 2.228 -0.528 -2.473 -0.314
H -1.056 -1.645 1.499 1.850 0.048 1.308
H 0.966 -0.895 4.538 -0.884 -1.284 0.482
H 1.028 -2.533 4.864 -1.077 1.045 0.284
H 3.615 -2.647 0.967 -1.570 -0.561 -2.289
H 3.379 -1.698 -0.605 -1.250 -2.145 0.899
H 1.116 -5.918 -1.805 1.006 2.697 -0.281
H -0.691 -5.139 -3.054 2.042 1.717 0.398
H -0.313 -3.303 -3.012 1.444 -1.872 -0.271
H -0.039 -5.095 -5.302 1.927 0.755 1.666
H 1.769 -5.327 -4.579 -1.822 1.479 -0.111
H 1.754 -5.687 -7.036 1.046 2.030 -0.180
H 2.313 -4.488 -8.414 0.103 -0.214 2.842
H 3.437 -4.781 -6.835 -2.401 0.205 -0.891
H 0.299 -5.309 1.640 1.435 -0.344 -2.121
H 0.420 -6.485 0.178 0.993 2.463 0.742
H 3.178 -6.137 0.174 -1.890 0.656 1.778
H 2.253 -7.138 1.439 0.194 2.561 -0.570
H 5.067 -5.673 1.713 -0.197 1.468 0.268
H 5.013 -4.539 3.029 -0.908 -0.727 -1.444
H -1.302 -3.158 -1.076 0.919 -1.286 1.656
H -1.158 -3.701 0.819 0.490 -0.033 -2.673
H -1.247 -6.109 -1.178 -1.290 1.686 1.404
H -2.236 -5.759 0.445 1.015 0.936 -2.226
H -3.063 -4.117 -2.214 -0.412 -1.603 1.577
H -4.562 -5.731 0.276 0.134 2.112 -1.407
H -5.483 -4.937 -1.169 1.693 0.665 1.580
H -4.469 -3.773 0.059 -0.425 -2.128 -0.875
H -2.745 -7.190 -2.339 -1.476 1.668 -0.038
H -4.555 -6.885 -1.907 2.056 1.127 -1.311
H -3.755 -6.118 -3.523 0.134 -0.477 2.417
C -4.825 4.261 3.978 0.067 0.043 0.009
C -4.390 2.814 4.199 0.169 0.184 -0.157
N -3.037 2.530 3.719 0.231 -0.228 -0.306
C -2.737 1.097 3.639 -0.273 0.056 -0.061
C -2.723 0.306 4.942 0.095 -0.346 0.134
C -1.963 3.363 4.262 -0.303 0.277 -0.134
C -1.793 3.401 5.778 0.273 0.048 0.257
H -4.706 4.554 2.929 0.060 -0.068 0.154
H -5.883 4.375 4.239 0.164 -0.040 0.007
H -4.257 4.958 4.602 -0.049 -0.030 -0.088
H -5.103 2.182 3.653 0.334 -0.116 0.047
H -4.500 2.566 5.261 -0.130 -0.013 0.142
H -1.776 0.954 3.128 -0.007 0.251 0.045
H -3.475 0.633 2.973 -0.059 0.175 0.035
H -1.836 0.531 5.540 -0.117 0.002 0.054
H -2.691 -0.767 4.721 -0.094 0.323 0.126
H -3.613 0.486 5.549 0.057 0.087 -0.031
H -2.121 4.392 3.916 -0.131 -0.096 0.002
H -1.008 3.075 3.808 -0.220 -0.211 -0.065
H -2.739 3.554 6.303 0.025 -0.040 -0.061
H -1.134 4.233 6.051 -0.073 -0.063 -0.039
H -1.326 2.491 6.156 -0.144 0.038 0.055
C -0.101 5.820 1.539 -0.055 -0.006 0.068
C 0.276 7.299 1.590 -0.288 -0.084 -0.002
N -0.850 8.179 1.911 -0.148 0.367 -0.145
C -0.573 9.595 1.653 -0.056 -0.175 -0.251
C 0.523 10.261 2.479 0.083 0.321 0.166
C -1.561 7.898 3.160 -0.056 -0.378 -0.191
C -0.749 7.886 4.451 -0.036 0.059 0.352
H -0.945 5.650 0.861 0.082 0.076 0.148
H 0.747 5.233 1.170 -0.081 0.108 0.077
H -0.363 5.431 2.528 -0.014 0.013 -0.118
H 0.661 7.562 0.596 -0.157 0.250 0.194
H 1.104 7.433 2.293 0.195 -0.059 0.045
H -1.499 10.173 1.764 0.015 -0.242 0.103
H -0.307 9.701 0.595 0.004 -0.201 0.053
H 0.201 10.437 3.507 0.110 -0.066 -0.057
H 0.762 11.240 2.050 -0.018 -0.111 0.029
H 1.446 9.678 2.493 -0.072 0.004 0.013
H -2.050 6.921 3.062 0.128 0.033 -0.101
H -2.394 8.602 3.274 0.217 0.074 -0.229
H 0.173 7.306 4.363 -0.030 0.038 -0.043
H -1.342 7.431 5.252 0.054 0.034 -0.089
H -0.496 8.895 4.780 0.108 -0.100 -0.017